Record 1
A gas-phase ion, C2H5O3S (charge -1), computed with ωB97M-V/def2-TZVPD.

The calculation puts the energy at -703.11075 a.u. Its LUMO energy is 0.1393 Eh. As for the HOMO energy: -2.9 eV. As for the relative energy (zero: lowest compared OMol25 entry of this formula, charge and spin): 100.8 kJ/mol. Its charge is -1.

Geometry as XYZ:
```
11
C2H5O3S, DFT ωB97M-V/def2-TZVPD
S -2.33 0.06 -0.48
O -2.63 1.21 0.41
O 0.28 -0.14 0.64
O -2.60 -1.25 0.16
C -0.35 0.10 -0.59
C 1.67 -0.11 0.56
H 2.03 0.88 0.22
H 2.05 -0.87 -0.15
H -0.10 1.10 -0.98
H -0.07 -0.66 -1.34
H 2.06 -0.32 1.55
```

Record 2
9 unconnected molecules or ions with the total composition C8H32N7O11 in a non-equilibrium geometry, computed with ωB97M-V/def2-TZVPD.

The calculation puts the energy at -1534.86290 a.u. Its LUMO energy is 0.0790 Eh. As for the HOMO energy: -6.1 eV. As for the relative energy (zero: lowest compared OMol25 entry of this formula, charge and spin): 0.0 kJ/mol. Its charge is -1.

Geometry as XYZ:
```
58
C8H32N7O11, DFT ωB97M-V/def2-TZVPD
O 4.00 4.83 1.63
O -4.79 -4.45 1.82
O -3.08 4.26 4.06
O 1.41 -3.60 -6.41
O 4.64 -1.90 -0.47
O 1.23 -0.04 -0.88
O 1.57 1.56 -4.75
O -3.61 0.34 -3.04
O 0.77 0.48 7.19
O 0.14 -0.24 0.95
O -0.50 -1.20 -0.79
N -3.53 -2.56 2.02
N 4.32 2.83 0.80
N 0.29 -0.49 -0.23
N 1.57 0.77 5.13
N 2.32 3.53 1.04
N -0.16 -0.44 5.39
N -3.89 -3.56 0.13
C 0.53 2.38 -5.06
C 1.13 -3.53 -5.05
C -3.52 3.02 3.59
C 4.70 -2.18 0.96
C 0.70 0.32 6.00
C -4.04 -3.62 1.43
C 3.60 3.82 1.18
C -3.99 -0.02 -4.36
H 0.19 -3.05 -4.78
H 5.72 -2.41 1.28
H -2.90 -2.02 1.44
H -2.79 -0.08 -2.75
H -3.50 0.55 -5.15
H 3.81 2.10 0.33
H 5.30 2.73 1.03
H -4.35 2.65 4.19
H 1.66 -2.76 -6.79
H 1.51 1.21 -3.86
H -0.06 -0.45 4.39
H -2.70 2.32 3.67
H -3.66 -1.05 -4.49
H -3.13 -2.95 -0.13
H 4.23 -1.48 1.65
H -0.89 -0.93 5.88
H 1.41 0.61 4.15
H 4.11 -3.08 1.10
H -0.20 2.35 -4.25
H 2.32 1.39 5.41
H 3.81 -1.43 -0.58
H 1.57 4.13 1.34
H -3.68 -2.45 3.02
H -2.34 4.54 3.51
H 1.92 -3.14 -4.41
H -3.80 3.12 2.54
H 2.03 2.60 0.79
H 0.99 -4.54 -4.66
H -4.39 -4.27 -0.39
H 0.19 1.96 -6.01
H 0.92 3.38 -5.24
H -5.07 0.07 -4.48
```

Record 3
12 unconnected molecules or ions with the total composition C3H28O11 in a non-equilibrium geometry, computed with ωB97M-V/def2-TZVPD.

As for the SMILES: C=CC.O.O.O.O.O.O.O.O.O.O.O. The calculation puts the energy at -958.70678 a.u. Its LUMO energy is -0.0051 Eh. As for the HOMO energy: -9.6 eV. As for the relative energy (zero: lowest compared OMol25 entry of this formula, charge and spin): 302.1 kJ/mol. Its charge is 0.

Geometry as XYZ:
```
42
C3H28O11, DFT ωB97M-V/def2-TZVPD
O -0.29 1.05 1.82
O -3.45 0.06 -2.23
O -0.59 -1.22 -0.81
O -2.01 -2.05 -3.12
O 2.51 -1.06 -1.47
O 2.42 2.05 -1.49
O -2.80 -1.87 2.06
O 0.08 -0.95 4.44
O -0.79 1.71 -1.11
O 0.52 0.99 -4.12
O -2.86 0.30 0.43
C 2.46 0.11 2.72
C 2.68 1.37 1.90
C 2.70 -1.12 2.28
H 0.60 0.92 1.46
H 1.70 -1.56 -1.48
H -0.42 -0.26 -0.80
H 0.06 0.86 -3.28
H 2.84 1.18 -1.50
H 1.62 1.89 -2.00
H 2.45 -2.09 2.68
H 3.26 -1.20 1.35
H -3.45 1.04 0.70
H 2.08 0.32 3.72
H -0.89 -1.02 4.38
H -1.31 -1.81 -2.47
H -1.28 -1.40 -0.16
H -3.10 -0.82 -2.52
H 0.28 -0.52 3.59
H -3.54 0.46 -3.10
H 3.15 -1.39 -0.85
H -3.21 -2.64 1.65
H 2.17 1.35 0.94
H -1.52 2.14 -1.53
H 0.79 1.91 -4.15
H 3.74 1.56 1.70
H 2.37 2.27 2.44
H -3.14 0.16 -0.49
H -0.79 0.80 1.03
H -3.12 -1.13 1.50
H -0.41 2.22 -0.39
H -1.47 -2.60 -3.71
```

Record 4
2 unconnected molecules or ions with the total composition C4H12O in a non-equilibrium geometry, computed with ωB97M-V/def2-TZVPD.

As for the SMILES: CCO.CC. The calculation puts the energy at -234.81087 a.u. Its LUMO energy is 0.0371 Eh. As for the HOMO energy: -10.3 eV. As for the relative energy (zero: lowest compared OMol25 entry of this formula, charge and spin): 57.1 kJ/mol. Its charge is 0.

Geometry as XYZ:
```
17
C4H12O, DFT ωB97M-V/def2-TZVPD
O -0.87 -1.96 -0.54
C 0.22 1.55 -1.70
C -0.72 -2.22 0.85
C 0.11 -1.17 1.55
C 0.81 2.07 -0.39
H 0.04 2.40 0.30
H -1.31 -1.12 -0.71
H 0.83 -0.77 0.82
H 0.45 -1.51 2.52
H -0.50 -0.27 1.75
H 1.39 2.96 -0.61
H -0.55 0.80 -1.52
H -1.72 -2.30 1.29
H 0.93 1.07 -2.37
H 1.45 1.33 0.08
H -0.20 -3.18 0.87
H -0.35 2.32 -2.21
```

Record 5
A molecular structure, C10H11NO2 in a non-equilibrium geometry, computed with ωB97M-V/def2-TZVPD.

The calculation puts the energy at -592.78725 a.u. Its LUMO energy is 0.0288 Eh. As for the HOMO energy: -8.6 eV. As for the relative energy (zero: lowest compared OMol25 entry of this formula, charge and spin): 359.7 kJ/mol. Its charge is 0.

Geometry as XYZ:
```
24
C10H11NO2, DFT ωB97M-V/def2-TZVPD
O -1.88 -0.84 -1.54
O -1.97 -0.64 0.76
N 1.05 -1.38 -0.62
C -1.77 -1.92 1.26
C 1.18 0.88 0.08
C 3.15 -0.46 0.06
C 2.59 0.80 0.25
C 0.49 -0.30 -0.14
C -1.65 1.33 -0.66
C -0.72 2.39 -0.26
C 2.37 -1.48 -0.40
C 0.48 2.13 0.19
C -1.40 -0.14 -0.35
H -2.35 -2.72 0.77
H -2.10 -1.78 -1.32
H -2.15 -1.86 2.31
H -2.57 1.65 -0.17
H -0.69 -2.15 1.12
H 2.82 -2.39 -0.76
H 4.17 -0.74 0.37
H 3.04 1.80 0.43
H -1.13 3.40 -0.22
H -2.09 1.45 -1.70
H 1.13 2.99 0.55
```

Record 6
C2H3N3OS2 in the gas phase in a non-equilibrium geometry, computed with ωB97M-V/def2-TZVPD.

As for the SMILES: Nn1nc(S)oc1=S. The calculation puts the energy at -1113.80644 a.u. Its LUMO energy is 0.0184 Eh. As for the HOMO energy: -8.6 eV. As for the relative energy (zero: lowest compared OMol25 entry of this formula, charge and spin): 186.6 kJ/mol. Its charge is 0.

Geometry as XYZ:
```
11
C2H3N3OS2, DFT ωB97M-V/def2-TZVPD
S -2.14 -1.79 0.04
S 2.89 -0.81 0.12
O 0.42 -1.33 -0.24
N 0.69 0.89 -0.16
N -1.53 1.51 0.05
N -0.65 0.52 0.05
C 1.22 -0.26 -0.18
C -0.90 -0.82 0.03
H -1.06 2.12 -0.71
H 2.50 -2.13 0.03
H -1.45 2.11 0.96
```

Record 7
C19H19N3O4S in the gas phase in a non-equilibrium geometry, computed with ωB97M-V/def2-TZVPD.

As for the SMILES: COCc1cc(C)nc(SCC(=O)Nc2ccc3c(c2)OCCO3)c1C#N. The calculation puts the energy at -1598.83434 a.u. Its LUMO energy is 0.0046 Eh. As for the HOMO energy: -8.0 eV. As for the relative energy (zero: lowest compared OMol25 entry of this formula, charge and spin): 184.1 kJ/mol. Its charge is 0.

Geometry as XYZ:
```
46
C19H19N3O4S, DFT ωB97M-V/def2-TZVPD
S 3.07 -1.66 -0.58
O 1.99 4.49 0.70
O -4.38 -1.13 0.84
O -0.01 -2.96 1.37
O -4.88 0.34 -1.56
N 1.53 -0.47 1.16
N 0.08 -2.02 -0.71
N 4.85 1.35 -1.71
C 1.44 1.84 1.66
C -1.40 -0.66 -2.00
C -2.19 -1.59 0.07
C 2.98 3.50 0.56
C 2.47 2.10 0.75
C 1.09 4.54 -0.38
C -3.66 -0.24 -1.29
C 2.49 -0.25 0.30
C 0.60 -2.61 0.39
C -1.18 -1.44 -0.87
C -0.12 0.19 2.77
C 4.03 1.21 -0.92
C -5.92 -0.18 -0.76
C 2.09 -2.94 0.25
C -5.47 -0.25 0.70
C 3.01 1.03 0.04
C 0.99 0.54 1.84
C -2.63 -0.07 -2.21
C -3.42 -0.98 -0.13
H -0.27 -0.88 2.77
H 2.22 -3.84 -0.35
H 0.40 5.35 -0.17
H 0.73 -1.81 -1.46
H -0.61 -0.53 -2.73
H -6.19 -1.19 -1.10
H 3.48 3.59 -0.42
H -6.26 -0.63 1.35
H -1.04 0.69 2.46
H -2.04 -2.17 0.96
H 0.12 0.53 3.78
H 2.50 -3.12 1.25
H -5.18 0.76 1.04
H -6.77 0.49 -0.88
H 0.52 3.60 -0.48
H 1.01 2.66 2.21
H 1.61 4.74 -1.32
H 3.72 3.72 1.33
H -2.83 0.52 -3.10
```

Record 8
11 unconnected molecules or ions with the total composition C37H102N8O14S in a non-equilibrium geometry, computed with ωB97M-V/def2-TZVPD.

The calculation puts the energy at -3359.84189 a.u. Its LUMO energy is -0.0648 Eh. As for the HOMO energy: -4.5 eV. Its charge is 0.

Geometry as XYZ:
```
162
C37H102N8O14S, DFT ωB97M-V/def2-TZVPD
S 13.14 1.38 -9.50
O 6.41 8.68 -7.13
O 20.96 5.23 -5.28
O 12.28 0.75 -8.52
O 16.40 -3.78 -2.76
O 14.16 2.08 -8.73
O 13.71 0.34 -10.31
O 20.77 3.25 -12.37
O 6.93 -1.04 -4.36
O 9.18 -5.33 -4.75
O 12.59 5.93 -15.01
O 14.75 -4.67 -16.86
O 14.97 0.83 -4.45
O 12.33 2.24 -10.33
O 9.84 0.80 -14.06
N 7.85 5.56 -8.31
N 17.44 -3.07 -5.32
N 12.15 5.31 -16.27
N 8.97 -3.84 -7.51
N 19.64 0.84 -11.18
N 12.22 -3.63 -14.29
N 9.70 -0.70 -3.57
N 18.38 5.59 -7.80
C 14.29 5.68 -17.57
C 15.46 -4.32 -1.92
C 11.05 -4.99 -7.02
C 9.80 6.18 -15.80
C 20.76 -0.57 -12.66
C 6.79 7.73 -8.10
C 20.93 4.40 -13.21
C 11.46 4.62 -19.02
C 11.85 -4.70 -16.40
C 18.08 -4.09 -4.47
C 13.93 3.61 -16.23
C 14.16 -3.85 -15.80
C 20.88 2.02 -13.00
C 10.39 5.10 -18.00
C 12.87 -4.48 -15.26
C 12.55 3.85 -18.29
C 17.06 -4.78 -3.50
C 18.14 6.28 -5.54
C 11.32 7.42 -17.35
C 5.58 -1.27 -4.26
C 15.90 -4.12 -17.51
C 19.12 5.95 -6.62
C 13.22 4.68 -17.06
C 7.36 0.15 -3.70
C 19.98 4.75 -6.17
C 8.60 -0.13 -2.84
C 9.26 7.32 -7.41
C 5.46 9.61 -7.63
C 9.20 1.19 -2.26
C 19.36 -3.39 -3.77
C 20.80 0.83 -12.05
C 9.51 -5.12 -7.17
C 7.83 6.72 -7.50
C 8.39 -5.78 -3.66
C 8.77 -5.85 -6.01
C 10.97 5.96 -16.84
C 21.63 4.12 -4.63
H 4.81 9.24 -8.42
H 18.51 6.45 -4.53
H 16.44 -5.46 -4.09
H 9.58 5.65 -18.47
H 19.79 6.79 -6.82
H 8.31 -0.82 -2.05
H 18.55 -4.85 -5.10
H 16.82 -4.38 -16.99
H 11.83 5.54 -19.48
H 4.94 -0.67 -4.91
H 14.77 6.17 -16.72
H 8.23 4.82 -7.73
H 7.68 -5.81 -6.05
H 12.21 7.43 -17.98
H 9.30 8.26 -6.85
H 21.79 4.26 -13.87
H 21.28 5.17 -12.53
H 5.33 -2.31 -4.44
H 14.93 -3.73 -15.04
H 7.10 8.23 -9.01
H 13.34 3.69 -19.02
H 13.87 6.44 -18.23
H 14.99 1.28 -5.29
H 10.98 4.09 -19.85
H 8.98 6.74 -16.25
H 8.64 1.71 -1.49
H 15.04 5.15 -18.15
H 18.14 -2.51 -5.78
H 11.65 -3.78 -16.95
H 21.61 -0.73 -13.33
H 17.63 4.93 -7.63
H 18.80 0.59 -11.68
H 7.53 6.41 -6.50
H 8.92 0.80 -13.80
H 4.80 9.88 -6.81
H 20.08 4.60 -13.87
H 15.80 -3.04 -17.40
H 13.96 -2.88 -16.26
H 17.39 5.50 -5.42
H 12.86 -3.23 -13.62
H 5.95 7.11 -8.40
H 9.10 -6.88 -5.84
H 11.57 -5.90 -6.73
H 22.31 4.54 -3.89
H 14.07 0.59 -4.21
H 10.47 7.80 -17.92
H 21.55 0.95 -11.27
H 14.67 3.06 -16.81
H 9.78 6.56 -6.84
H 17.53 7.17 -5.72
H 11.51 -4.04 -13.69
H 9.78 7.44 -8.36
H 15.57 0.08 -4.46
H 9.46 1.78 -3.14
H 20.11 1.84 -13.74
H 20.49 4.34 -7.04
H 9.90 4.24 -17.54
H 11.37 -4.21 -6.33
H 13.25 2.89 -15.78
H 14.75 -4.95 -2.46
H 7.52 0.73 -4.61
H 9.48 5.26 -15.31
H 10.37 1.33 -13.46
H 21.84 2.04 -13.52
H 9.32 -5.82 -7.98
H 20.99 -1.31 -11.89
H 12.13 2.91 -17.94
H 19.02 5.24 -8.50
H 12.16 -5.46 -17.11
H 5.30 -1.17 -3.21
H 22.07 3.55 -5.44
H 19.16 -2.52 -3.14
H 11.48 -4.64 -7.96
H 9.60 -0.29 -4.48
H 15.01 -3.44 -1.48
H 12.26 5.27 -14.40
H 20.01 -4.08 -3.23
H 10.07 6.93 -15.05
H 8.26 -6.86 -3.56
H 15.98 -4.99 -1.22
H 10.13 0.98 -1.73
H 8.65 5.61 -8.93
H 7.33 -5.51 -3.58
H 8.77 -5.66 -2.65
H 20.90 3.57 -4.03
H 10.15 -0.11 -13.97
H 19.75 -0.71 -13.06
H 8.34 -3.68 -6.74
H 16.05 -4.31 -18.58
H 9.68 -3.13 -7.40
H 9.41 -1.66 -3.73
H 19.34 3.99 -5.71
H 5.98 10.46 -8.07
H 17.68 -5.33 -2.80
H 20.03 -3.04 -4.56
H 13.02 -5.48 -14.87
H 6.56 0.52 -3.06
H 17.07 -3.55 -6.13
H 14.34 3.98 -15.29
H 10.93 -5.12 -15.99
H 19.28 1.76 -11.01
H 11.57 8.17 -16.60
```